The following is a DFT calculation (ωB97M-V/def2-TZVPD) of a structure of composition C12H34KN2O4.

```
53
Properties=species:S:1:pos:R:3:forces:R:3
K 1.65877 0.02635 -0.96436 -0.2 0.1 -0.2
C 1.06746 -4.32039 -0.92047 0.0 -0.3 -0.2
C 2.06157 -3.94722 0.13809 0.1 0.4 0.1
O 2.16730 -2.49544 0.17870 0.2 0.1 -0.1
H 0.97611 -5.40676 -0.96766 -0.1 0.0 0.1
H 1.42693 -4.00189 -1.90005 -0.1 0.1 0.0
H 0.08154 -3.89760 -0.73356 0.0 0.0 0.0
H 3.03948 -4.36842 -0.10079 0.0 0.0 0.0
H 1.76516 -4.28817 1.12952 -0.1 -0.1 0.0
H 3.01766 -2.28153 0.57620 0.0 -0.1 0.1
C 2.75418 -1.94515 -4.05562 0.1 -0.2 0.2
C 2.38529 -0.55022 -4.49508 -0.1 0.0 -0.4
O 2.76475 0.43201 -3.52668 -0.1 0.1 0.4
H 3.83718 -2.06144 -3.99264 0.0 0.0 0.0
H 2.36811 -2.68815 -4.75405 0.0 0.0 0.0
H 2.33818 -2.17095 -3.06935 0.0 0.0 0.0
H 1.30601 -0.45408 -4.62698 0.0 0.0 0.1
H 2.83827 -0.32987 -5.46371 0.0 0.1 0.0
H 3.60342 0.84244 -3.75207 0.0 -0.1 -0.2
C -0.37933 3.22573 -0.29305 0.2 0.1 0.3
C -1.35477 2.19574 -0.82975 0.4 -0.1 -0.1
C -2.64844 2.85335 -1.28463 -0.1 0.0 0.1
O -3.59281 1.93887 -1.79130 0.1 0.0 -0.1
C -4.08112 1.03223 -0.82325 -0.1 0.0 0.0
N -0.71526 1.43596 -1.93215 -0.4 -0.1 -0.1
H 0.45916 2.73670 0.21181 0.0 0.0 -0.1
H -0.85069 3.86206 0.45950 -0.1 0.0 -0.1
H 0.02563 3.86648 -1.07835 -0.1 0.0 -0.1
H -1.54582 1.47671 -0.02863 -0.2 0.0 0.0
H -2.40876 3.54153 -2.10004 -0.1 0.0 0.0
H -3.08997 3.44255 -0.46806 0.0 -0.1 0.0
H -3.41280 0.17102 -0.70577 0.0 0.0 0.1
H -5.04788 0.67318 -1.17004 0.0 0.0 0.0
H -4.21077 1.52237 0.14716 0.0 0.0 0.0
H -0.69872 2.05870 -2.74035 0.3 0.0 0.1
H -1.38856 0.73319 -2.23931 0.0 0.0 0.1
C -0.81597 -0.65391 1.85667 -0.2 -0.4 -0.2
C -0.08008 0.53521 2.41116 0.4 0.3 0.0
C -0.04473 0.49511 3.92745 0.0 -0.2 0.3
O -1.36557 0.44337 4.40989 0.0 0.1 -0.1
C -1.57090 1.17544 5.59504 0.1 0.1 0.5
N 1.28000 0.58786 1.84332 0.3 -0.2 -0.3
H -0.89027 -0.62357 0.76538 0.0 0.1 0.0
H -1.82435 -0.71065 2.26341 0.0 0.1 0.0
H -0.30480 -1.58295 2.12977 0.0 0.0 0.0
H -0.57943 1.46452 2.11965 -0.1 -0.1 0.0
H 0.48110 1.37711 4.31707 -0.1 0.0 -0.1
H 0.51695 -0.38897 4.27270 0.0 0.0 -0.1
H -2.62758 1.12367 5.84403 0.0 0.0 -0.1
H -1.28581 2.22803 5.47921 0.0 0.0 -0.1
H -1.00577 0.76548 6.44442 0.0 0.0 -0.2
H 1.87438 1.22744 2.36131 -0.1 0.1 0.0
H 1.72633 -0.32309 1.92630 -0.2 -0.1 0.2
```
Forces are in eV/Å.

LUMO: -2.70 eV
Orbital gap: 9.45 eV
Net charge: +1
2S+1: 1

Atom charges from the Löwdin analysis, given in e for atoms 1 to 5: atom 1 (K): 0.803, atom 2 (C): -0.074, atom 3 (C): -0.272, atom 4 (O): -0.182, atom 5 (H): 0.089